Entry 1:
C22H68N2O11 | wB97M-V/def2-TZVPD

Values from the calculation:
ΔE to the lowest compared entry with this formula, charge and spin (eV): 1.079
E_tot (eV): -49414.18700
LUMO energy (eV): 0.10
Strongest force on any atom (eV/Å): 2.80

Geometry as XYZ:
```
103
C22H68N2O11 | the Open Molecules 2025 dataset | wB97M-V/def2-TZVPD
C -2.29 1.40 0.37
O -1.48 1.86 -0.74
C -0.19 1.18 -0.86
C -0.29 -0.36 -1.04
C 1.00 -1.13 -1.34
N -1.13 -0.55 -2.16
H -2.78 0.49 0.04
H -2.92 2.21 0.74
H -1.69 1.10 1.23
H 0.24 1.61 -1.76
H 0.56 1.49 -0.13
H -0.71 -0.75 -0.11
H 1.52 -0.48 -2.05
H 0.83 -2.10 -1.80
H 1.63 -1.28 -0.46
H -0.64 0.02 -2.83
H -1.95 0.00 -1.96
C 3.79 1.89 1.71
O 4.79 1.03 2.07
C 5.91 0.87 1.20
C 5.63 0.45 -0.27
C 4.76 -0.88 -0.31
N 6.87 -0.01 -0.97
H 3.38 1.55 0.76
H 4.18 2.91 1.64
H 3.13 1.91 2.57
H 6.49 1.79 1.30
H 6.48 0.07 1.69
H 5.24 1.33 -0.79
H 5.34 -1.72 0.06
H 4.59 -1.04 -1.38
H 3.85 -0.88 0.28
H 7.41 -0.63 -0.38
H 7.55 0.74 -1.04
C 2.76 -3.23 3.04
C 1.25 -3.26 2.87
O 0.67 -2.47 3.92
H 3.28 -3.81 2.27
H 3.05 -3.50 4.06
H 3.23 -2.25 3.08
H 0.90 -4.29 2.92
H 1.01 -2.81 1.91
H -0.27 -2.61 4.04
C 1.37 -2.42 -5.18
C 2.61 -1.57 -5.39
O 3.62 -2.10 -4.67
H 0.88 -2.12 -4.25
H 1.49 -3.51 -5.24
H 0.68 -2.28 -6.01
H 2.42 -0.54 -5.10
H 2.94 -1.37 -6.42
H 4.21 -1.37 -4.45
C -3.35 2.83 3.94
C -2.90 2.47 5.33
O -1.42 2.55 5.21
H -4.29 3.39 3.96
H -3.35 1.91 3.35
H -2.64 3.49 3.43
H -3.31 1.48 5.57
H -3.24 3.19 6.08
H -1.15 1.81 4.65
C -2.90 -4.97 -4.23
C -1.95 -4.02 -3.39
O -2.03 -2.70 -3.87
H -2.71 -6.01 -3.96
H -2.74 -4.93 -5.31
H -3.92 -4.68 -3.99
H -0.96 -4.41 -3.61
H -2.09 -4.01 -2.30
H -1.60 -2.09 -3.26
C -6.13 2.71 1.30
C -7.58 3.26 1.29
O -8.13 2.99 2.54
H -5.51 3.18 2.06
H -5.63 2.78 0.33
H -6.07 1.65 1.56
H -8.23 2.76 0.57
H -7.48 4.34 1.14
H -9.01 3.36 2.51
C 0.94 6.16 0.62
C 0.28 5.38 -0.57
O -0.67 4.64 0.21
H 1.60 5.44 1.11
H 0.25 6.59 1.35
H 1.47 7.02 0.22
H 0.98 4.83 -1.20
H -0.29 6.03 -1.24
H -1.03 3.84 -0.18
C -0.77 -4.50 0.02
C -1.75 -3.66 0.89
O -1.74 -4.01 2.22
H -1.24 -5.31 -0.54
H -0.08 -5.05 0.66
H -0.22 -3.84 -0.65
H -2.82 -3.64 0.67
H -1.52 -2.59 0.82
H -1.49 -4.93 2.34
O 1.48 2.15 -3.98
H 1.66 3.03 -3.65
H 2.03 2.07 -4.76
O -0.64 0.20 3.34
H 0.08 -0.40 3.53
H -1.40 -0.38 3.21
```

These are the Mulliken partial charges, in e, on atoms 1 to 5: C -0.43; O -0.57; C -0.80; C 1.65; C -1.43

---

Entry 2:
C22H68N8O12 | wB97M-V/def2-TZVPD

Values from the calculation:
ΔE to the lowest compared entry with this formula, charge and spin (eV): 8.533
E_tot (eV): -60397.84440
LUMO energy (eV): -0.58
Strongest force on any atom (eV/Å): 13.35

Geometry as XYZ:
```
110
C22H68N8O12 | the Open Molecules 2025 dataset | wB97M-V/def2-TZVPD
N -2.40 4.14 4.24
C -2.14 3.02 3.70
N -3.13 2.30 3.47
O -0.84 2.60 3.57
H -1.66 4.76 4.53
H -3.33 4.40 4.47
H -2.84 1.30 3.06
H -4.16 2.46 3.67
N 1.87 0.34 4.50
C 1.76 0.15 3.24
N 0.66 0.62 2.88
O 2.61 -0.68 2.52
H 2.60 -0.13 5.00
H 1.23 0.95 5.06
H 0.47 0.51 1.91
H 0.37 1.44 3.33
N -1.12 -1.36 3.87
C -2.24 -1.13 3.38
N -2.27 -0.02 2.76
O -3.37 -1.92 3.55
H -0.91 -2.14 4.49
H -0.32 -0.73 3.53
H -3.09 -0.05 2.14
H -1.39 0.43 2.50
N -4.80 0.18 1.63
C -4.31 0.70 0.52
N -3.62 1.80 0.72
O -4.45 0.14 -0.65
H -5.16 -0.80 1.61
H -5.25 0.75 2.40
H -3.42 2.32 -0.11
H -3.41 2.32 1.58
C 0.68 -0.74 -0.48
C -0.75 -0.33 -0.30
C -1.60 -1.58 0.10
O -0.89 0.66 0.42
H 1.20 -1.00 0.50
H 1.28 0.05 -0.89
H 0.79 -1.65 -1.11
H -1.18 -0.01 -1.27
H -1.46 -2.32 -0.69
H -2.77 -1.46 0.20
H -1.18 -1.95 1.06
H -1.82 0.93 0.43
C 0.83 -2.03 -5.31
C -0.23 -2.23 -4.28
C -0.18 -3.40 -3.26
O -0.56 -1.19 -3.64
H 0.51 -1.50 -6.18
H 1.13 -3.04 -5.80
H 1.73 -1.47 -5.04
H -1.10 -2.43 -4.85
H 0.66 -3.31 -2.58
H 0.12 -4.34 -3.78
H -1.12 -3.70 -2.85
H -1.54 -1.17 -3.51
C 0.92 4.68 -0.68
C -0.49 4.11 -0.48
C -0.69 3.77 0.98
O -1.30 5.04 -0.70
H 1.04 5.48 0.04
H 0.99 5.22 -1.62
H 1.67 3.91 -0.56
H -0.65 3.23 -1.09
H -0.22 4.38 1.71
H -0.15 2.86 1.20
H -1.65 3.48 1.30
H -1.16 5.73 -0.07
C 0.92 -5.93 0.91
C 0.56 -4.51 0.90
C 1.31 -3.80 2.02
O 0.76 -3.94 -0.18
H 1.93 -6.22 0.56
H 0.22 -6.44 0.20
H 0.74 -6.42 1.89
H -0.50 -4.45 1.26
H 0.90 -2.83 2.16
H 2.36 -3.67 1.98
H 1.16 -4.21 2.97
H 0.40 -3.02 -0.18
C 5.41 0.82 -0.07
C 3.85 0.89 -0.23
C 3.31 2.09 0.54
O 3.55 0.96 -1.40
H 5.72 1.80 -0.09
H 5.98 0.26 -0.78
H 5.58 0.61 0.98
H 3.38 -0.10 0.10
H 3.76 2.16 1.59
H 2.23 2.06 0.68
H 3.66 3.03 0.13
H 2.61 0.92 -1.51
C 3.53 -2.01 -2.72
O 3.98 -2.75 -3.81
H 4.10 -1.10 -2.73
H 3.54 -2.54 -1.81
H 2.52 -1.66 -2.78
H 3.54 -3.65 -3.78
C -2.99 0.96 -3.24
O -3.15 -0.42 -2.88
H -2.52 1.06 -4.20
H -2.47 1.52 -2.45
H -3.99 1.47 -3.41
H -3.83 -0.20 -2.21
C 0.74 1.72 -2.99
O 1.47 0.57 -3.20
H 1.18 1.99 -2.06
H -0.25 1.37 -3.06
H 1.15 2.33 -3.84
H 0.81 -0.12 -3.28
```

These are the Mulliken partial charges, in e, on atoms 1 to 5: N -0.37; C 0.50; N -0.26; O -0.83; H 0.33

---

Entry 3:
C22H69NO19 | wB97M-V/def2-TZVPD

Values from the calculation:
E_tot (eV): -64314.96345
LUMO energy (eV): 0.07
Strongest force on any atom (eV/Å): 3.55

Geometry as XYZ:
```
111
C22H69NO19 | the Open Molecules 2025 dataset | wB97M-V/def2-TZVPD
C -2.07 -1.74 -1.04
O -2.09 -0.61 -0.24
C -0.93 -0.55 0.55
C -0.50 0.98 0.63
C -0.26 1.61 -0.73
N 0.66 1.21 1.47
H -2.24 -2.68 -0.51
H -1.17 -1.86 -1.63
H -2.90 -1.67 -1.74
H -1.36 -0.93 1.48
H -0.15 -1.24 0.24
H -1.37 1.55 0.97
H -1.20 1.44 -1.27
H 0.54 1.10 -1.26
H -0.06 2.68 -0.73
H 0.60 2.15 1.84
H 0.46 0.70 2.32
O 1.29 7.27 -0.21
C 2.59 7.25 -0.69
C 3.42 8.36 -0.09
O 3.02 8.46 1.29
H 1.44 7.60 0.69
H 2.96 6.25 -0.44
H 2.54 7.41 -1.77
H 3.24 9.28 -0.64
H 4.48 8.14 -0.13
H 3.25 9.34 1.59
O -1.06 6.13 -6.70
C -0.73 7.26 -5.98
C -1.39 7.06 -4.62
O -1.03 8.16 -3.73
H -1.93 6.27 -7.08
H 0.36 7.29 -6.02
H -1.00 8.24 -6.37
H -1.10 6.05 -4.33
H -2.46 7.20 -4.75
H -0.60 7.79 -2.96
O -5.72 -6.89 -3.32
C -6.41 -6.44 -2.18
C -6.15 -7.56 -1.09
O -4.82 -7.50 -0.60
H -4.82 -7.13 -3.09
H -6.23 -5.38 -1.96
H -7.49 -6.60 -2.25
H -6.47 -8.48 -1.58
H -6.83 -7.41 -0.25
H -4.15 -7.59 -1.28
O -1.47 -8.01 -3.08
C -0.20 -7.41 -2.74
C 0.88 -8.56 -2.61
O 1.31 -8.81 -3.96
H -1.22 -8.61 -3.78
H 0.05 -6.60 -3.41
H -0.37 -7.01 -1.74
H 0.37 -9.40 -2.13
H 1.70 -8.11 -2.05
H 1.92 -8.10 -4.17
O 2.24 -1.86 -6.18
C 1.98 -3.03 -5.52
C 3.07 -3.58 -4.50
O 3.35 -4.93 -4.54
H 3.11 -1.91 -6.60
H 1.02 -3.05 -5.00
H 1.80 -3.84 -6.24
H 2.62 -3.40 -3.53
H 4.02 -3.05 -4.56
H 4.09 -4.93 -3.92
O 4.85 5.18 6.57
C 4.43 5.53 5.19
C 3.67 4.26 4.62
O 2.46 4.04 5.42
H 5.34 5.91 6.96
H 3.75 6.37 5.34
H 5.35 5.67 4.63
H 4.30 3.39 4.80
H 3.44 4.48 3.57
H 2.94 4.17 6.25
O -2.69 -7.54 3.30
C -2.34 -6.17 3.54
C -0.82 -6.12 3.65
O -0.26 -6.03 2.35
H -3.01 -7.57 2.39
H -2.82 -5.55 2.78
H -2.80 -5.98 4.51
H -0.47 -6.99 4.21
H -0.50 -5.23 4.20
H 0.67 -5.86 2.51
C 4.88 -0.17 -0.54
O 4.65 -0.33 0.83
H 4.26 0.63 -0.95
H 5.94 0.09 -0.61
H 4.92 -1.20 -0.92
H 3.91 0.22 1.10
C -1.11 7.30 3.50
O -2.01 7.88 4.41
H -0.19 7.89 3.54
H -0.97 6.25 3.76
H -1.60 7.40 2.53
H -1.43 8.21 5.10
C 2.55 -0.25 6.38
O 1.49 0.54 6.84
H 3.56 0.18 6.40
H 2.82 -1.10 7.02
H 2.52 -0.40 5.30
H 1.75 1.43 6.60
C -6.25 0.29 0.74
O -5.60 0.55 -0.41
H -7.34 0.27 0.73
H -5.96 -0.70 1.07
H -6.01 1.01 1.51
H -4.70 0.24 -0.28
```

These are the Mulliken partial charges, in e, on atoms 1 to 5: C -0.91; O -0.17; C -0.77; C 0.48; C -1.39

---

Entry 4:
C22H6Br2Cl2F4N5OV | wB97M-V/def2-TZVPD

Values from the calculation:
Multiplicity: 3
ΔE to the lowest compared entry with this formula, charge and spin (eV): 0.000
E_tot (eV): -234069.01610
Charge: +2
LUMO energy (alpha / beta) (eV): -10.00 / -9.87
Strongest force on any atom (eV/Å): 4.03
⟨S²⟩: 2.103

Geometry as XYZ:
```
43
C22H6Br2Cl2F4N5OV | the Open Molecules 2025 dataset | wB97M-V/def2-TZVPD
V -2.86 -1.55 0.48
Br -5.38 -1.23 0.72
C -5.53 -2.79 -0.42
Br -3.75 -3.63 -0.70
H -5.92 -2.45 -1.42
H -6.15 -3.45 0.14
Cl 1.60 -5.40 0.07
C 1.02 -3.85 0.43
C 1.98 -2.86 0.80
C 1.89 -1.49 1.00
Cl 3.38 -0.60 1.13
C 0.76 -0.47 1.23
C 0.17 1.91 0.74
C -1.05 1.89 1.54
C -1.83 0.85 2.03
N -1.70 -0.52 1.96
C -0.62 -1.00 1.12
C -0.40 -3.67 0.20
O -1.20 -4.47 -0.26
H 3.00 -3.22 0.72
H 1.93 0.98 0.21
H -1.38 2.88 1.67
H -2.74 1.19 2.62
F 1.15 0.68 -3.35
C 1.12 1.22 -2.14
C 1.70 2.38 -1.98
F 2.36 2.91 -2.96
C 1.74 3.12 -0.69
C 0.64 3.09 0.29
C 0.88 0.70 0.25
F 0.97 0.04 2.49
C 0.49 0.38 -1.19
C -0.30 -0.65 -1.40
C -1.07 -1.15 -0.29
N -1.05 -2.33 0.60
C -0.71 -1.19 -2.72
N -1.23 -1.57 -3.67
F 0.12 4.26 0.60
C 2.88 3.78 -0.28
C 4.14 3.84 -0.99
N 5.17 3.79 -1.50
C 2.90 4.51 0.99
N 2.87 5.14 1.95
```

These are the natural (NBO) partial charges, in e, on atoms 1 to 5: V 1.12; Br 0.27; C -0.50; Br 0.32; H 0.29